Record 1
C2H5O2S2 | ωB97M-V with the def2-TZVPD basis set

Structure (XYZ):
```
11
Properties=species:S:1:pos:R:3:forces:R:3
C -0.61969 0.47976 -0.70859 -0.3 0.3 -0.5
S -1.63627 0.49724 -2.22261 0.2 0.3 0.0
S -0.97910 -1.09396 -3.31582 0.1 -0.1 -0.2
H -0.70901 1.49358 -0.32991 -0.1 0.0 0.3
H 0.43879 0.32733 -0.89779 -0.1 -0.3 -0.1
H -1.06374 -0.22611 -0.02980 0.3 -0.2 0.4
H -1.96172 -1.97519 -3.07126 0.0 0.0 0.2
O 2.29081 0.22168 3.70442 0.1 0.1 0.0
C 1.63325 0.14587 2.65125 -0.1 -0.2 0.1
O 0.70810 0.87197 2.22530 0.0 0.0 -0.2
H 1.89859 -0.74217 1.99481 0.0 0.1 -0.1
```
Forces are in eV/Å.

HOMO energy = -3.976 eV
LUMO energy = 2.6 eV
Max |F| = 0.646 eV Å⁻¹
Energy above the lowest of the compared OMol25 structures with the same formula, charge and spin = 0.700 eV
Calculated total energy = -27921.931 eV
Orbital gap = 6.569 eV
Charge = -1


Record 2
C6H15NO | ωB97M-V with the def2-TZVPD basis set

Structure (XYZ):
```
23
Properties=species:S:1:pos:R:3:forces:R:3
C 0.43136 -0.36614 -2.15152 0.1 2.0 0.2
C 0.45207 -0.42469 -0.81023 -0.6 -1.8 -1.0
C -0.00992 -1.70843 -0.21143 -0.2 -2.5 0.1
C 0.97753 0.59027 0.11508 0.1 3.3 -0.3
C 0.55286 2.13384 -0.38617 -1.4 -3.5 1.1
C 1.24778 3.17208 0.46234 1.2 -0.1 -0.5
N -0.90200 2.23303 -0.33252 -0.8 0.6 0.4
H 0.50590 0.60292 -2.66504 0.6 -0.4 0.2
H 0.32352 -1.16981 -2.85080 -0.6 -0.6 0.3
H 0.75036 -2.25032 0.34833 0.5 0.3 0.3
H -0.33234 -2.49596 -0.92681 0.3 0.8 -0.3
H -0.86742 -1.75451 0.46643 0.0 1.1 0.1
H 2.07425 0.57986 0.14540 -0.1 -0.3 -0.2
H 0.65298 0.48563 1.14503 -0.3 -0.2 0.1
H 0.67081 1.96948 -1.43839 1.2 1.3 -0.6
H 0.67412 3.32287 1.39033 0.3 0.1 -0.3
H 2.23602 2.73902 0.69757 -0.3 0.3 0.3
H 1.51114 4.13351 -0.01808 -0.7 -0.4 0.1
H -1.35797 1.55146 -0.92564 0.3 0.0 -0.3
H -1.31531 2.06738 0.58333 0.4 0.2 0.1
O -2.53806 -4.81140 2.53030 -0.1 0.1 0.0
H -3.48207 -4.94040 2.64036 -0.2 0.2 0.1
H -2.25559 -5.65966 2.19210 0.3 -0.3 -0.1
```
Forces are in eV/Å.

HOMO energy = -8.596 eV
LUMO energy = 0.8 eV
SMILES = C=C(C)C[C@H](C)N.O
Max |F| = 3.894 eV Å⁻¹
Energy above the lowest of the compared OMol25 structures with the same formula, charge and spin = 2.473 eV
Calculated total energy = -10001.284 eV
Orbital gap = 9.440 eV


Record 3
C7H14N5 | ωB97M-V with the def2-TZVPD basis set

Structure (XYZ):
```
26
Properties=species:S:1:pos:R:3:forces:R:3
C -2.89533 0.12067 -0.02467 0.7 -0.4 0.9
C -1.06791 -2.77428 0.34654 -1.4 1.2 0.3
C -0.00027 1.07483 1.22116 0.8 -1.7 1.0
C 1.72963 0.73553 -0.59810 -1.6 -0.9 3.8
C -0.62709 1.69112 -1.03516 1.0 0.3 -1.4
C 0.01273 -1.68157 0.22015 0.8 -2.7 3.9
C 0.19808 0.66099 -0.23879 0.0 0.9 -0.7
N -4.67028 1.04536 0.46729 -2.0 -1.8 -1.6
N -3.47131 0.87812 0.92505 1.8 -0.1 -0.6
N -3.68059 -0.24962 -1.00744 1.4 -1.1 -0.1
N -4.82121 0.25125 -0.68751 -1.9 2.8 1.4
N -0.34042 -0.63658 -0.56109 -1.1 2.0 -0.9
H -1.92061 -2.32697 -0.19197 0.1 -0.8 0.0
H -0.90669 -3.82894 0.12483 0.6 0.3 -0.6
H -1.36648 -2.77830 1.38008 -0.4 0.0 0.6
H -1.08502 1.01263 1.36727 0.1 1.2 0.3
H 0.30207 0.16856 1.85327 0.3 1.7 -0.4
H 0.58104 2.03215 1.48550 -1.3 -1.5 -0.2
H 2.02405 0.46820 -1.52645 0.3 -0.9 -3.3
H 2.27400 0.02449 0.09326 -0.3 1.2 -0.4
H 1.91870 1.77002 -0.45046 0.9 0.8 0.4
H -0.16082 2.72447 -0.87247 -0.9 -1.2 -0.5
H -0.71215 1.36953 -2.12029 0.6 0.7 1.0
H -1.66890 1.62930 -0.73091 0.2 0.5 0.4
H 0.45614 -1.53470 1.31641 -0.9 0.3 -1.9
H 0.81249 -2.19098 -0.21892 1.9 -0.7 -1.3
```
Forces are in eV/Å.

HOMO energy (spin up / spin down) = -4.634 / -4.393 eV
LUMO energy (spin up / spin down) = 3.2 / 3.3 eV
Max |F| = 4.809 eV Å⁻¹
Energy above the lowest of the compared OMol25 structures with the same formula, charge and spin = 4.358 eV
Calculated total energy = -14931.109 eV
Orbital gap (spin up / spin down) = 7.785 / 7.659 eV
Charge = -1


Record 4
CH5IN3O | ωB97M-V with the def2-TZVPD basis set

Structure (XYZ):
```
11
Properties=species:S:1:pos:R:3:forces:R:3
C 0.30457 0.55624 0.40100 -0.5 -0.6 1.2
N 1.47643 0.82738 0.99542 0.0 0.7 -1.1
N 0.18706 -0.66123 -0.12460 -1.1 -0.7 -0.7
N -0.97821 -1.16285 -0.53656 0.8 0.4 0.0
O -0.70871 1.35655 0.74551 -0.1 -0.4 -0.7
I 2.47438 -2.00523 -1.70266 -0.1 0.1 0.1
H 2.42770 0.76327 0.63615 -0.5 -1.4 -0.6
H 1.47382 1.71490 1.39458 -0.5 1.9 1.3
H -1.62751 1.11762 0.43261 1.5 0.0 0.4
H -0.87287 -2.20258 -0.46449 -1.0 1.3 -0.8
H -1.71785 -0.62750 -1.09832 1.4 -1.3 1.0
```
Forces are in eV/Å.

HOMO energy (spin up / spin down) = -13.447 / -13.104 eV
LUMO energy (spin up / spin down) = -7.0 / -6.2 eV
Max |F| = 2.387 eV Å⁻¹
Energy above the lowest of the compared OMol25 structures with the same formula, charge and spin = 0.988 eV
Calculated total energy = -15726.893 eV
Orbital gap (spin up / spin down) = 6.492 / 6.868 eV
Charge = +1


Record 5
C5H10N | ωB97M-V with the def2-TZVPD basis set

Structure (XYZ):
```
16
Properties=species:S:1:pos:R:3:forces:R:3
C -0.33197 -1.65706 0.35379 -1.7 1.3 -0.7
C -0.06199 -0.37712 1.08293 -0.5 -8.1 7.6
C 0.03991 0.31334 -1.05835 -2.3 -1.2 0.1
C -0.34781 -1.29019 -1.13593 0.9 3.2 2.7
C 0.32900 2.10256 0.76523 0.5 -1.4 2.2
N 0.00330 0.74764 0.41590 -1.0 4.9 -7.2
H 0.49354 -2.30093 0.42853 1.4 -1.1 1.0
H -1.22069 -2.30821 0.57777 0.6 0.9 0.5
H 0.19165 -0.46824 2.18086 0.0 0.6 -1.5
H 1.03757 0.58776 -1.33765 0.5 0.1 -0.9
H -0.80143 0.81873 -1.64259 1.4 0.1 0.8
H -1.28667 -1.54424 -1.51512 -1.4 0.4 -1.1
H 0.37972 -1.89801 -1.55816 1.5 -0.5 -1.4
H 0.78042 2.09690 1.79086 -0.9 0.3 -0.7
H 1.12779 2.23974 0.11614 1.9 0.9 -1.4
H -0.33233 2.93732 0.53579 -0.8 -0.4 0.2
```
Forces are in eV/Å.

HOMO energy (spin up / spin down) = -11.812 / -16.598 eV
LUMO energy (spin up / spin down) = -2.9 / -8.9 eV
Multiplicity = 3
Max |F| = 11.068 eV Å⁻¹
⟨S²⟩ = 2.007
Energy above the lowest of the compared OMol25 structures with the same formula, charge and spin = 1.676 eV
Calculated total energy = -6824.556 eV
Orbital gap (spin up / spin down) = 8.889 / 7.657 eV
Charge = +1


Record 6
C20H13N3O7V | ωB97M-V with the def2-TZVPD basis set

Structure (XYZ):
```
44
Properties=species:S:1:pos:R:3:forces:R:3
V -0.25666 0.37648 0.54907 -0.9 -0.3 -0.5
O 3.79813 2.45684 4.51561 0.0 0.1 -0.1
C 2.86954 2.09628 3.65595 0.1 0.0 0.1
C 2.53061 2.84483 2.50970 -0.1 0.0 0.1
C 1.53054 2.34904 1.71226 0.2 0.1 0.0
N 0.89047 1.22093 1.99714 0.2 -0.1 0.0
C 1.26837 0.45929 3.02407 0.2 -0.1 0.1
C 2.24997 0.84769 3.89339 -0.1 0.1 0.0
C 0.60805 -0.88674 2.95062 -0.3 -0.1 -0.5
O 0.65896 -1.79576 3.68577 0.0 0.0 0.1
O -0.11425 -0.92341 1.71769 0.5 0.1 0.5
C 1.13009 2.85206 0.35407 -0.4 -0.4 -0.3
O 1.45520 3.82482 -0.21196 0.0 0.1 0.1
O 0.27511 1.86825 -0.21560 0.6 0.4 0.3
H 4.21235 3.30716 4.30323 0.0 0.0 0.0
H 3.04848 3.75643 2.23866 0.0 0.0 0.0
H 2.56824 0.21903 4.71446 0.0 0.0 0.0
O 3.48521 -3.63575 -4.63334 -0.1 0.2 0.1
C 2.14974 -3.58226 -4.76405 0.2 -0.5 0.2
O 1.59159 -4.21158 -5.60902 0.0 0.2 -0.1
C 1.35835 -2.77866 -3.75234 -0.1 0.1 -0.1
C -0.01760 -2.72220 -3.97861 0.0 0.0 0.0
C -0.85125 -2.02368 -3.13005 0.1 0.0 0.0
C -0.29848 -1.37306 -2.03143 -0.2 0.2 0.2
C 1.06581 -1.42357 -1.79174 0.1 -0.1 -0.1
C 1.89619 -2.12653 -2.65191 0.0 0.0 0.0
N -1.07906 -0.62410 -1.09318 0.2 0.0 0.1
C -2.34863 -0.48557 -1.15534 -0.1 0.1 0.1
C -3.01554 0.31627 -0.12143 0.1 -0.1 -0.1
C -4.37399 0.53060 -0.09379 0.0 0.0 0.0
C -4.90644 1.30972 0.93370 0.0 0.0 0.0
C -4.06329 1.84232 1.89121 0.0 0.0 0.0
C -2.70320 1.58747 1.80583 0.0 0.0 0.0
N -2.19358 0.84274 0.82275 0.0 0.0 -0.1
H 3.81032 -3.08532 -3.91083 0.0 0.0 -0.1
H -0.41039 -3.24318 -4.84115 0.0 0.0 0.0
H -1.91056 -2.00184 -3.34320 0.0 0.0 0.0
H 1.51326 -0.92556 -0.93446 0.0 0.0 0.0
H 2.95498 -2.15184 -2.42931 0.0 0.0 0.0
H -2.95285 -0.93363 -1.93730 0.0 0.0 0.0
H -5.00845 0.10049 -0.85675 0.0 0.0 0.0
H -5.97164 1.49409 0.97864 0.0 0.0 0.0
H -4.43974 2.45005 2.70147 0.0 0.0 0.0
H -2.00395 1.98134 2.53149 0.0 0.0 0.0
```
Forces are in eV/Å.

HOMO energy (spin up / spin down) = -15.137 / -15.136 eV
LUMO energy (spin up / spin down) = -8.8 / -8.5 eV
Multiplicity = 2
Max |F| = 1.051 eV Å⁻¹
⟨S²⟩ = 0.761
Energy above the lowest of the compared OMol25 structures with the same formula, charge and spin = 0.000 eV
Calculated total energy = -65428.297 eV
Orbital gap (spin up / spin down) = 6.366 / 6.685 eV
Charge = +2


Record 7
C13H37NO6 | ωB97M-V with the def2-TZVPD basis set

Structure (XYZ):
```
57
Properties=species:S:1:pos:R:3:forces:R:3
C 1.27188 1.45483 -1.85400 -2.3 -0.3 0.0
C 0.93618 0.51527 -3.01469 1.9 -0.3 -1.5
C -0.29109 0.94565 -3.95694 1.0 -0.9 1.0
C 2.23242 0.65919 -3.92598 -0.1 -0.5 -0.1
C 3.44376 -0.11932 -3.42571 -0.2 -1.3 0.9
C 3.10912 -1.65630 -3.16129 -1.1 1.0 -0.4
C 1.85816 -1.85305 -2.19515 0.7 0.7 -0.6
C 1.33642 -3.30183 -2.27078 0.1 0.0 -0.8
C 2.38697 -1.63922 -0.79678 0.0 -0.1 1.0
N 0.77029 -0.89470 -2.60084 2.3 -0.4 -2.3
O -0.42373 -1.14941 -2.02998 -1.4 -0.4 0.9
H 0.46837 1.24265 -1.14869 -0.1 0.5 0.5
H 2.20670 1.30454 -1.31396 0.1 0.1 -0.6
H 1.09932 2.44053 -2.28611 0.5 0.3 0.6
H -0.20240 1.97009 -4.31853 0.1 0.0 0.2
H -0.23282 0.27365 -4.81318 0.1 0.1 -0.1
H -1.27824 0.77304 -3.52817 0.2 0.2 0.4
H 2.09620 0.44125 -4.98524 -0.5 -0.4 0.0
H 2.51301 1.71245 -3.92626 -0.1 0.2 0.1
H 4.30143 -0.01888 -4.09084 -0.2 -0.2 -0.3
H 3.79479 0.37624 -2.52056 0.0 -0.3 0.4
H 3.95612 -2.25503 -2.82631 0.1 0.3 0.5
H 2.87974 -2.11236 -4.12435 -0.3 0.1 -0.2
H 0.45820 -3.57409 -1.68536 -0.2 0.7 0.0
H 2.07191 -4.03157 -1.93219 0.5 0.3 -0.2
H 1.13613 -3.48470 -3.32651 -0.3 -0.3 0.0
H 3.00287 -2.48875 -0.50168 0.3 0.0 -0.2
H 1.58386 -1.68673 -0.06135 -0.2 0.4 0.2
H 2.99062 -0.74012 -0.67305 -0.2 0.1 0.0
H -0.29079 -1.04845 -1.08462 -0.4 0.2 0.7
C -2.65764 -3.25473 4.46951 -1.1 -1.9 0.3
O -3.15063 -4.52189 5.07606 0.9 1.1 0.1
H -1.96809 -3.46322 3.65150 -0.1 0.1 -0.1
H -3.57551 -2.78534 4.11554 0.5 0.7 -0.1
H -2.12780 -2.68585 5.23353 -0.3 -0.1 0.0
H -3.37153 -5.16202 4.39559 0.1 0.2 -0.2
C -2.44315 1.24886 2.63129 0.0 0.8 0.1
O -2.64534 0.55722 1.41561 0.5 -0.7 0.2
H -1.84734 0.70571 3.36481 -0.2 -0.8 -0.4
H -1.84847 2.15216 2.49519 -0.1 0.3 -0.3
H -3.37750 1.52054 3.12253 -0.1 0.0 0.0
H -3.36568 0.92122 0.89578 -0.1 0.3 0.2
C -4.53351 3.95530 -0.60458 0.0 -0.4 -2.3
O -5.02179 2.64759 -0.89756 -0.7 -0.9 1.4
H -4.99967 4.62530 -1.32701 0.2 0.5 0.1
H -4.76358 4.35735 0.38210 0.1 -0.7 0.1
H -3.48007 3.84600 -0.86227 0.3 0.9 0.7
H -5.32904 2.50711 -1.79615 0.1 0.6 0.0
C 2.02694 -0.97902 4.50911 -0.3 0.6 0.1
O 3.01693 -1.47490 5.35217 0.8 -0.8 0.8
H 1.52521 -1.82067 4.03162 0.3 0.1 -0.3
H 1.27123 -0.44730 5.08729 -0.2 0.2 0.0
H 2.50487 -0.27328 3.82969 -0.5 -0.1 -0.6
H 3.58924 -0.75611 5.63037 -0.1 0.0 0.0
O -0.75792 5.27789 4.43148 0.1 -0.2 -0.2
H -0.93324 6.21853 4.40497 0.0 0.2 -0.1
H -0.92235 5.02868 5.34093 0.0 -0.1 0.2
```
Forces are in eV/Å.

HOMO energy = -7.772 eV
LUMO energy = 0.5 eV
SMILES = CC1(C)CCCC(C)(C)N1O.CO.CO.CO.CO.O
Max |F| = 3.332 eV Å⁻¹
Energy above the lowest of the compared OMol25 structures with the same formula, charge and spin = 3.650 eV
Calculated total energy = -27851.433 eV
Orbital gap = 8.269 eV